Entry 1:
C24H28CoN4OS2 as an isolated structure, computed with ωB97M-V/def2-TZVPD.

Spin multiplicity: 5
LUMO (spin up / spin down), eV: -2.1 / -5.2
Charge: +1
Gap between HOMO and LUMO (spin up / spin down), Ha: 0.2917 / 0.1751

Last column: Löwdin spin population.
Cartesian coordinates (Å):
Co  -0.3527  -0.0155  0.8424  2.70
C  -3.2126  1.2748  -0.1173  0.01
N  -1.8532  0.9936  -0.6368  0.04
C  -1.9956  0.1649  -1.8373  0.00
C  -0.8102  -0.7592  -2.0428  0.00
N  -0.5546  -1.5509  -0.8202  0.04
C  0.7147  -2.2975  -0.9611  0.01
C  -1.6539  -2.4712  -0.5636  0.07
C  -1.9902  -3.4449  -1.4903  -0.01
C  -3.0477  -4.3156  -1.2629  0.09
C  -3.7900  -4.2265  -0.0900  -0.01
C  -3.4556  -3.2799  0.8540  0.08
C  -2.3863  -2.3933  0.6355  0.06
S  -1.9974  -1.2673  1.8850  0.63
C  -1.1432  2.2455  -0.7754  0.01
C  -0.9171  2.8837  -1.9873  0.00
C  -0.2451  4.0974  -2.0321  0.01
C  0.1861  4.6986  -0.8610  0.00
C  -0.0353  4.0737  0.3575  0.01
C  -0.6846  2.8428  0.4157  0.02
S  -0.8670  2.0141  1.9572  0.15
H  -3.8005  1.8034  -0.8749  0.00
H  -3.1593  1.8889  0.7747  0.00
H  -3.7125  0.3398  0.1371  0.01
H  -2.1733  0.7545  -2.7394  0.00
H  -2.8782  -0.4574  -1.6893  0.00
H  0.0933  -0.1983  -2.2752  0.00
H  -1.0239  -1.4083  -2.8980  0.00
H  0.7521  -2.8615  -1.8976  0.00
H  0.8175  -2.9852  -0.1258  0.00
H  1.5493  -1.5966  -0.9391  0.00
H  -1.4229  -3.5369  -2.4080  0.00
H  -3.2871  -5.0674  -2.0029  0.01
H  -4.6196  -4.8985  0.0825  0.00
H  -4.0083  -3.2050  1.7810  0.00
H  -1.2451  2.4460  -2.9221  0.00
H  -0.0784  4.5800  -2.9862  0.00
H  0.6991  5.6511  -0.8924  0.00
H  0.3022  4.5223  1.2824  0.00
C  2.3209  -2.8483  3.1869  0.00
C  1.9667  -1.5029  2.6134  0.01
O  1.0497  -1.3772  1.7921  0.04
N  2.7328  -0.4753  2.9910  0.00
C  2.4062  0.8999  2.6311  0.00
C  2.6754  1.2509  1.1859  0.00
C  3.8795  1.8597  0.8573  0.00
C  4.1390  2.2201  -0.4528  0.00
C  3.1683  1.9680  -1.4048  0.00
C  1.9945  1.3611  -0.9972  0.00
N  1.7333  0.9976  0.2610  0.02
H  1.4159  -3.4409  3.2955  0.00
H  2.8136  -2.7568  4.1526  0.00
H  2.9871  -3.3709  2.4990  0.00
H  3.4675  -0.6374  3.6564  0.00
H  2.9903  1.5560  3.2713  0.00
H  1.3530  1.0702  2.8319  0.00
H  4.6035  2.0618  1.6358  0.00
H  5.0724  2.6970  -0.7208  0.00
H  3.3053  2.2396  -2.4418  0.00
H  1.2121  1.1895  -1.7200  0.00

Cartesian forces (eV/Å) of the 2 atoms listed first:
0.3 0.5 0.0
-0.1 0.1 0.1

Entry 2:
One molecule with the formula C22H36N4O3, computed with ωB97M-V/def2-TZVPD.

Spin multiplicity: 1
SMILES: COCCCCC(=O)N[C@H]1CC[C@@H](N(C)C(=O)c2cnc3n2CC[C@@H](C)C3)CC1
LUMO, eV: 0.6
Charge: 0
Gap between HOMO and LUMO, Ha: 0.3361

Last column: Löwdin charge in e.
Cartesian coordinates (Å):
C  0.0190  2.2979  3.1255  -0.10
O  0.3604  1.9798  1.7948  -0.22
C  -0.4409  2.6769  0.8526  -0.24
C  -0.0272  2.2230  -0.5299  -0.17
C  -0.3693  0.7507  -0.7859  -0.20
C  0.5876  0.0655  -1.7514  -0.10
C  2.0215  -0.1554  -1.2861  -0.49
O  2.8843  -0.4902  -2.0820  0.05
N  2.2801  -0.0073  0.0370  0.12
C  3.6370  -0.1521  0.5553  -0.30
C  3.7442  0.5671  1.8949  -0.13
C  2.9574  -0.1301  3.0054  -0.16
C  3.4116  -1.5804  3.1683  -0.28
N  2.6575  -2.2686  4.2353  -0.05
C  2.1726  -1.4550  5.3470  -0.05
C  3.0598  -3.5629  4.5019  -0.39
O  4.0676  -4.0527  4.0130  0.07
C  2.1660  -4.3804  5.3416  -0.14
C  0.8066  -4.3605  5.5220  -0.09
N  0.3986  -5.4303  6.2578  0.11
C  1.4990  -6.1053  6.5263  -0.30
N  2.5969  -5.5223  5.9915  0.04
C  3.9556  -6.0571  6.0680  -0.11
C  4.0444  -7.0866  7.1825  -0.15
C  2.8999  -8.0941  7.1087  -0.39
C  3.0749  -9.2267  8.1092  -0.07
C  1.5837  -7.3533  7.3400  -0.08
C  3.2109  -2.2941  1.8281  -0.13
C  4.0123  -1.6240  0.7179  -0.13
H  0.6842  1.7389  3.7807  0.07
H  0.1442  3.3688  3.3198  0.09
H  -1.0181  2.0207  3.3454  0.09
H  -1.5017  2.4571  1.0387  0.13
H  -0.2960  3.7573  0.9749  0.13
H  -0.5042  2.8577  -1.2798  0.12
H  1.0495  2.3880  -0.6223  0.12
H  -0.3920  0.2056  0.1619  0.11
H  -1.3853  0.6822  -1.1813  0.12
H  0.2163  -0.9286  -2.0132  0.12
H  0.6594  0.6146  -2.6922  0.12
H  1.5890  0.4227  0.6318  0.10
H  4.3115  0.3062  -0.1711  0.15
H  4.8005  0.6035  2.1757  0.12
H  3.4025  1.6000  1.7930  0.12
H  3.0904  0.4363  3.9283  0.11
H  1.8863  -0.1171  2.7766  0.11
H  4.4805  -1.5936  3.4225  0.16
H  1.8173  -2.0988  6.1431  0.08
H  2.9740  -0.8285  5.7518  0.09
H  1.3507  -0.8097  5.0375  0.08
H  0.1072  -3.6363  5.1356  0.11
H  4.2089  -6.5003  5.1045  0.13
H  4.6461  -5.2319  6.2273  0.13
H  5.0088  -7.5930  7.1074  0.12
H  4.0165  -6.5880  8.1577  0.13
H  2.8854  -8.5148  6.0961  0.15
H  3.1287  -8.8330  9.1275  0.08
H  2.2374  -9.9247  8.0654  0.08
H  3.9917  -9.7859  7.9164  0.08
H  1.5009  -7.0910  8.4008  0.13
H  0.7224  -7.9797  7.1053  0.13
H  3.4973  -3.3389  1.9092  0.11
H  2.1435  -2.2597  1.5859  0.13
H  3.8587  -2.1373  -0.2314  0.12
H  5.0814  -1.6867  0.9462  0.13

Cartesian forces (eV/Å) of the 2 atoms listed first:
0.0 0.0 0.0
0.0 0.0 0.0

Entry 3:
A 2-piece molecular cluster, C4H12 overall in a non-equilibrium geometry, computed with ωB97M-V/def2-TZVPD.

Spin multiplicity: 1
SMILES: CC.CC
LUMO, eV: 1.1
Charge: 0
Gap between HOMO and LUMO, Ha: 0.4710

Last column: Löwdin charge in e.
Cartesian coordinates (Å):
C  -1.2840  1.3882  -1.2013  -0.18
C  -0.3167  0.8817  -2.2704  -0.16
H  -2.0182  0.6555  -0.8984  0.06
H  -0.7713  1.6990  -0.2898  0.06
H  -1.7516  2.3098  -1.5532  0.06
H  0.5184  1.5727  -2.3840  0.06
H  -0.8642  0.7304  -3.1988  0.06
H  0.0838  -0.0817  -1.9905  0.04
C  0.4572  -1.5593  1.1477  -0.16
C  1.1499  -0.7769  2.2725  -0.18
H  -0.3180  -0.9416  0.7027  0.04
H  1.1532  -1.7763  0.3410  0.06
H  0.1155  -2.4984  1.5832  0.06
H  1.7757  -1.3793  2.9147  0.05
H  0.3779  -0.3256  2.9181  0.06
H  1.6923  0.1018  1.9065  0.06

Cartesian forces (eV/Å) of the 2 atoms listed first:
0.5 0.7 0.1
-0.4 -0.1 0.5

Entry 4:
C5H7NO2 as an isolated structure in a non-equilibrium geometry, computed with ωB97M-V/def2-TZVPD.

Spin multiplicity: 1
LUMO, eV: 0.5
Charge: 0
Gap between HOMO and LUMO, Ha: 0.3710

Last column: Löwdin charge in e.
Cartesian coordinates (Å):
C  -1.2934  1.3007  -0.6214  -0.45
C  0.7490  -0.2393  -0.9154  -0.42
C  -0.1840  0.5124  -0.0522  -0.15
C  0.8167  -1.7241  -0.7278  0.00
C  -0.4069  0.0895  1.8525  0.08
N  -0.2274  1.9814  -0.1984  0.18
O  -2.3870  1.3421  -1.0677  0.15
O  1.3553  0.3666  -1.7710  0.10
H  0.8276  -1.9884  0.3231  0.07
H  1.6967  -2.1179  -1.2331  0.09
H  -0.0700  -2.1627  -1.1874  0.10
H  -1.1367  -0.7019  1.8637  0.04
H  -0.7519  1.0207  2.2636  0.04
H  0.5722  -0.2115  2.1864  0.03
H  0.4396  2.5324  -0.7150  0.14

Cartesian forces (eV/Å) of the 2 atoms listed first:
0.1 -0.3 0.2
0.0 -0.1 -0.3

Entry 5:
A 3-piece molecular cluster, C24H51BBr2FN3O11P overall in a non-equilibrium geometry, computed with ωB97M-V/def2-TZVPD.

Spin multiplicity: 1
LUMO, eV: -2.8
Charge: +1
Gap between HOMO and LUMO, Ha: 0.3035

Last column: Löwdin charge in e.
Cartesian coordinates (Å):
C  0.6299  -0.8509  6.9992  -0.11
O  0.2692  0.3323  6.3202  -0.18
C  0.5583  0.2271  4.9284  -0.24
C  -0.4776  0.9807  4.1073  -0.13
C  -0.7381  0.2183  2.7881  -0.16
C  -0.8908  1.1204  1.5384  -0.09
C  -0.3389  0.5602  0.2363  -0.12
C  -1.0269  -0.7297  -0.2543  -0.47
O  -1.6074  -0.6616  -1.4927  -0.05
C  -2.6569  0.3218  -1.6399  -0.08
C  -3.9610  -0.2453  -2.1769  -0.41
C  -3.7401  -1.2533  -3.2640  -0.02
O  -4.8490  -0.7148  -1.1828  -0.01
O  -1.9805  -1.2044  0.6486  0.16
B  -2.3314  -2.5778  0.5488  -0.80
O  -1.7715  -3.4824  1.4401  0.19
O  -3.1706  -3.0535  -0.3764  0.25
N  0.1422  -1.6544  -0.3026  0.13
C  1.3819  -0.9000  -0.7059  -0.58
Br  1.1866  -0.8418  -2.6944  0.98
C  2.6375  -1.7570  -0.5044  -0.20
P  2.4511  -3.0732  0.7351  0.42
O  1.3167  -3.9289  0.4044  -0.23
O  2.2354  -2.4672  2.1940  -0.10
O  3.7831  -3.9132  0.7161  -0.06
C  1.2388  0.5007  -0.0156  -0.30
C  2.1352  0.5780  1.2281  -0.08
C  2.1733  1.9148  1.9715  -0.17
F  3.4853  2.3305  2.0830  -0.02
C  1.4923  1.7323  -0.9126  -0.16
C  2.9335  2.2061  -1.1678  -0.26
C  3.9625  1.1650  -1.5890  -0.59
Br  5.4254  2.1009  -2.5129  0.68
H  -0.0616  -1.6613  6.7594  0.09
H  1.6455  -1.1745  6.7673  0.09
H  0.5840  -0.6686  8.0635  0.09
H  0.5723  -0.8311  4.6758  0.10
H  1.5752  0.6021  4.7781  0.12
H  -1.3724  1.0381  4.7090  0.12
H  -0.1075  1.9720  3.8789  0.10
H  -1.6955  -0.2595  2.9328  0.10
H  -0.0379  -0.6020  2.6555  0.08
H  -1.9528  1.2647  1.3819  0.11
H  -0.5062  2.1055  1.7677  0.11
H  -0.6483  1.2918  -0.5035  0.13
H  -2.8301  0.9173  -0.7519  0.13
H  -2.3109  1.0132  -2.4046  0.14
H  -4.4392  0.6159  -2.6528  0.15
H  -4.6926  -1.5937  -3.6473  0.09
H  -3.2331  -0.7681  -4.0917  0.09
H  -3.1232  -2.0860  -2.9574  0.07
H  -5.0845  0.0454  -0.6305  0.07
H  -0.8020  -3.4806  1.4118  0.07
H  -3.7086  -3.7638  0.0116  0.15
H  0.0923  -2.4903  -0.8993  0.17
H  0.2979  -1.8111  0.7001  0.14
H  3.5414  -1.2020  -0.2897  0.09
H  2.8440  -2.2962  -1.4152  0.08
H  1.5202  -2.9916  2.6011  0.11
H  4.4950  -3.4496  1.1943  0.11
H  3.1659  0.3365  1.0152  0.11
H  1.7987  -0.1717  1.9348  0.09
H  1.8360  1.7585  2.9874  0.09
H  1.5480  2.6930  1.5541  0.12
H  1.0105  1.6274  -1.8749  0.08
H  0.9919  2.5731  -0.4504  0.12
H  2.8752  2.9374  -1.9632  0.09
H  3.3503  2.7485  -0.3302  0.10
H  4.4376  0.7487  -0.7138  0.04
H  3.6192  0.4362  -2.3031  0.01
C  4.6190  1.9063  -8.3594  -0.01
C  3.8933  2.3285  -7.1055  -0.56
O  2.7338  2.0104  -6.8857  0.02
N  4.5764  3.0846  -6.2070  0.00
C  5.9470  3.5579  -6.2761  -0.08
H  3.9446  1.3129  -8.9683  0.08
H  4.9318  2.7789  -8.9336  0.09
H  5.4916  1.3006  -8.1119  0.08
H  4.0307  3.3283  -5.3958  0.12
H  6.4994  3.1715  -5.4172  0.06
H  5.9498  4.6479  -6.2322  0.09
H  6.4423  3.2392  -7.1862  0.08
C  -4.7670  -0.3450  2.6239  0.00
C  -6.1227  -0.1314  1.9953  -0.54
O  -6.3084  0.7044  1.1191  0.03
N  -7.1432  -0.8989  2.4358  0.02
C  -7.1212  -1.9308  3.4586  -0.06
H  -4.0625  0.3419  2.1647  0.07
H  -4.8054  -0.1450  3.6956  0.09
H  -4.4214  -1.3662  2.4554  0.08
H  -8.0188  -0.7041  1.9742  0.15
H  -7.4364  -2.8801  3.0240  0.09
H  -7.8160  -1.6675  4.2565  0.09
H  -6.1287  -2.0475  3.8797  0.07

Cartesian forces (eV/Å) of the 2 atoms listed first:
0.0 0.0 0.2
0.1 -0.1 -0.3

Entry 6:
A 3-piece molecular cluster, C23H45IO6 overall in a non-equilibrium geometry, computed with ωB97M-V/def2-TZVPD.

Spin multiplicity: 1
SMILES: CC[C@@H](I)OC(=O)OCCCCCCCCCCCCOC.CC(C)=O.CC(C)=O
LUMO, eV: 0.4
Charge: 0
Gap between HOMO and LUMO, Ha: 0.3569

Last column: Löwdin charge in e.
Cartesian coordinates (Å):
C  5.1359  0.9310  1.0176  -0.11
C  6.1386  0.1910  -0.0323  -0.27
C  5.3748  -0.1997  -1.4007  -0.66
I  6.4204  -1.9807  -2.1916  0.78
O  3.9674  -0.4895  -1.1203  -0.10
C  3.2282  -0.3280  -2.3295  -0.43
O  3.0280  0.8155  -2.8151  0.09
O  2.6438  -1.4349  -3.0062  -0.05
C  1.1920  -1.3642  -2.9532  -0.16
C  0.6575  -1.7265  -1.4625  -0.16
C  1.2548  -3.1509  -1.0243  -0.18
C  0.4469  -3.8324  0.2170  -0.19
C  1.4370  -4.2859  1.3934  -0.22
C  1.7904  -3.1418  2.4567  -0.22
C  0.5227  -2.4470  3.1483  -0.20
C  -0.0493  -1.1803  2.2926  -0.22
C  0.2373  0.2383  2.9791  -0.19
C  0.4399  1.3668  1.8287  -0.21
C  -0.9688  1.9532  1.3353  -0.16
C  -0.8371  3.0958  0.1957  -0.22
O  0.3935  3.8461  0.2764  -0.24
C  1.3879  3.3774  -0.6735  -0.11
H  4.5767  1.7641  0.4761  0.07
H  5.7578  1.3980  1.8521  0.08
H  4.3908  0.1798  1.4759  0.08
H  6.5525  -0.7619  0.4328  0.07
H  7.0007  0.9253  -0.1931  0.12
H  5.4648  0.6309  -2.1718  0.11
H  0.7806  -2.0924  -3.7324  0.14
H  0.7932  -0.3207  -3.1982  0.13
H  1.0711  -0.9123  -0.7772  0.09
H  -0.4784  -1.7918  -1.4531  0.10
H  2.3729  -3.0198  -0.7894  0.11
H  1.2041  -3.8334  -1.9547  0.12
H  0.0117  -4.8077  -0.2272  0.11
H  -0.4503  -3.2166  0.5514  0.09
H  2.4353  -4.5680  0.8811  0.11
H  1.0863  -5.2378  1.9302  0.11
H  2.3829  -3.6598  3.3050  0.11
H  2.5168  -2.3691  2.0142  0.11
H  -0.3019  -3.1718  3.4673  0.11
H  0.9148  -1.9764  4.1302  0.10
H  -1.1811  -1.3857  2.1876  0.11
H  0.3569  -1.2334  1.2133  0.08
H  -0.6535  0.4825  3.6642  0.12
H  1.2128  0.1468  3.5762  0.11
H  1.0522  2.2532  2.2465  0.12
H  1.0375  0.9720  0.9314  0.10
H  -1.4717  2.4242  2.2591  0.11
H  -1.6137  1.0821  0.9512  0.11
H  -1.0621  2.6878  -0.8611  0.13
H  -1.6941  3.8354  0.4102  0.09
H  1.5176  4.1058  -1.5492  0.10
H  2.3741  3.1721  -0.1179  0.09
H  1.0529  2.3470  -1.0772  0.08
C  -4.3340  -1.6688  -4.2449  -0.02
C  -3.4785  -1.7586  -3.0093  -0.49
C  -4.1752  -1.6822  -1.6767  -0.02
O  -2.2708  -1.8879  -3.0845  0.05
H  -3.6989  -1.7380  -5.1304  0.08
H  -5.0498  -2.4934  -4.2620  0.09
H  -4.8591  -0.7116  -4.2645  0.09
H  -4.8839  -2.5074  -1.5800  0.09
H  -4.6932  -0.7254  -1.5825  0.09
H  -3.4357  -1.7601  -0.8767  0.08
C  -6.3955  3.7819  1.0540  -0.03
C  -4.9185  3.8815  0.7782  -0.50
C  -4.1504  4.9531  1.5066  -0.02
O  -4.3702  3.1247  -0.0028  0.06
H  -6.8200  2.9683  0.4622  0.08
H  -6.5625  3.5694  2.1121  0.09
H  -6.8898  4.7143  0.7729  0.09
H  -4.2191  4.7919  2.5845  0.09
H  -4.5465  5.9367  1.2452  0.09
H  -3.1008  4.9100  1.2130  0.06

Cartesian forces (eV/Å) of the 2 atoms listed first:
0.3 -0.5 -0.4
-1.0 0.3 0.8